Density functional theory data (ωB97M-V with the def2-TZVPD basis set) for 2 unconnected molecules or ions with the total composition CH6NO.

Each line ends with the natural charge from an NBO analysis.
CARTESIAN COORDINATES (ANGSTROEM)
O (0.527, -1.818, 0.320)  -1.228
H (-0.015, -2.470, 0.659)  0.406
C (0.150, 1.492, -0.438)  -0.403
N (-0.656, 0.386, -0.036)  -0.979
H (-0.210, 2.142, 0.525)  0.132
H (-0.051, 1.980, -1.387)  0.140
H (1.247, 1.126, -0.259)  0.178
H (-0.108, -0.595, 0.277)  0.449
H (-1.393, 0.708, 0.503)  0.305

Computed properties:
Net charge: -1
E (eV): -4670.1777
HOMO-LUMO gap (eV): 7.530
HOMO energy (eV): -2.609
ΔE to the lowest compared entry with this formula, charge and spin (eV): 1.190



Density functional theory data (ωB97M-V with the def2-TZVPD basis set) for 2 unconnected molecules or ions with the total composition CH6NO.

Each line ends with the natural charge from an NBO analysis.
CARTESIAN COORDINATES (ANGSTROEM)
N (-0.682, 1.150, -1.135)  -0.864
H (-0.773, 0.176, -1.423)  0.464
H (0.007, 1.141, -0.367)  0.483
H (-1.569, 1.486, -0.751)  0.455
H (-0.383, 1.780, -1.887)  0.455
O (0.347, -0.507, 0.806)  -0.615
C (0.824, -1.425, 1.440)  0.343
H (1.012, -1.573, 2.509)  0.158
H (1.216, -2.229, 0.807)  0.122

Computed properties:
Net charge: +1
E (eV): -4664.4020
HOMO-LUMO gap (eV): 10.654
HOMO energy (eV): -14.614
ΔE to the lowest compared entry with this formula, charge and spin (eV): 0.364



Density functional theory data (ωB97M-V with the def2-TZVPD basis set) for 2 unconnected molecules or ions with the total composition CH6NO2.

Each line ends with the natural charge from an NBO analysis.
CARTESIAN COORDINATES (ANGSTROEM)
O (1.028, 2.549, 1.472)  -0.996
H (0.739, 1.654, 1.076)  0.518
N (-0.545, -0.129, 0.394)  -1.130
C (-0.733, -1.311, -0.431)  0.078
O (0.094, -1.464, -1.636)  -0.814
H (0.619, 2.533, 2.340)  0.455
H (-0.685, 0.565, -0.319)  0.272
H (-0.270, -2.227, 0.137)  0.088
H (-1.816, -1.714, -0.689)  0.076
H (0.648, -0.713, -1.408)  0.453

Computed properties:
Net charge: -1
E (eV): -6718.2277
HOMO-LUMO gap (eV): 6.944
HOMO energy (eV): -2.317
ΔE to the lowest compared entry with this formula, charge and spin (eV): 1.603



Density functional theory data (ωB97M-V with the def2-TZVPD basis set) for 2 unconnected molecules or ions with the total composition CH6NO2.

Each line ends with the Löwdin spin population.
CARTESIAN COORDINATES (ANGSTROEM)
O (-1.860, -0.054, 0.877)  0.003
H (-2.311, -0.589, 1.540)  0.000
H (-2.402, 0.726, 0.730)  0.000
H (0.321, 1.508, 0.174)  0.007
C (1.472, 0.254, -0.655)  0.580
N (0.780, -0.862, -0.226)  0.216
O (0.809, 1.453, -0.653)  0.136
H (2.258, 0.139, -1.380)  0.044
H (-0.174, -0.807, 0.085)  0.009
H (1.107, -1.766, -0.491)  0.006

Computed properties:
2S+1: 2
E (eV): -6717.4329
HOMO-LUMO gap (alpha / beta) (eV): 5.798 / 10.137
HOMO energy (alpha / beta) (eV): -5.315 / -9.670
ΔE to the lowest compared entry with this formula, charge and spin (eV): 0.000



Density functional theory data (ωB97M-V with the def2-TZVPD basis set) for 2 unconnected molecules or ions with the total composition CH6NO2.

Each line ends with the Löwdin spin population.
CARTESIAN COORDINATES (ANGSTROEM)
O (0.627, 2.115, 1.804)  0.006
H (-0.203, 2.595, 1.718)  0.000
N (-0.338, -0.076, 0.214)  0.784
C (0.197, -1.170, -0.497)  0.065
O (-0.333, -1.253, -1.850)  0.103
H (0.816, 1.851, 0.898)  -0.001
H (-1.205, -0.327, 0.688)  0.027
H (1.269, -1.103, -0.684)  0.007
H (-0.061, -2.158, -0.103)  0.007
H (-0.769, -0.473, -2.187)  0.002

Computed properties:
2S+1: 2
E (eV): -6716.7621
HOMO-LUMO gap (alpha / beta) (eV): 11.477 / 8.859
HOMO energy (alpha / beta) (eV): -10.567 / -10.272
ΔE to the lowest compared entry with this formula, charge and spin (eV): 0.671



Density functional theory data (ωB97M-V with the def2-TZVPD basis set) for 2 unconnected molecules or ions with the total composition CH6NO2.

Each line ends with the natural charge from an NBO analysis.
CARTESIAN COORDINATES (ANGSTROEM)
O (-2.086, -1.433, 0.055)  -0.976
H (-2.752, -1.981, -0.380)  0.515
H (-2.416, -1.335, 0.956)  0.493
H (0.385, 1.541, -1.266)  0.523
C (1.232, 0.603, 0.184)  0.566
N (0.343, -0.296, 0.390)  -0.694
O (1.172, 1.551, -0.696)  -0.564
H (2.138, 0.633, 0.773)  0.225
H (-0.589, -0.432, -0.024)  0.472
H (0.565, -0.979, 1.112)  0.441

Computed properties:
Net charge: +1
E (eV): -6712.6522
HOMO-LUMO gap (eV): 12.393
HOMO energy (eV): -16.577
ΔE to the lowest compared entry with this formula, charge and spin (eV): 0.499